[1]
26
Properties=species:S:1:pos:R:3 method="wB97M-V/def2-TZVPD" orbital_gap_ev=8.2466 smiles="NCCCCC1=CC(=O)C=CC1=O" homo_energy_ev=-9.50 e_tot_ha=-594.0382 relative_energy_kcal_mol=48.32
O -3.78 -1.07 -2.24
O -2.34 1.61 1.76
N 3.84 -0.86 1.11
C -3.17 -0.86 -1.21
C 1.03 0.33 -0.48
C -0.14 1.25 -0.12
C 2.38 0.82 0.03
C -3.41 -0.40 1.15
C -3.77 -1.16 0.11
C 3.45 -0.25 -0.17
C -1.46 0.52 -0.16
C -2.39 0.67 0.99
C -1.83 -0.24 -1.20
H -4.50 -1.94 0.17
H -1.21 -0.39 -2.07
H 2.28 1.04 1.09
H 3.01 -0.90 1.70
H 4.32 0.16 -0.67
H 4.10 -1.83 0.98
H -0.21 2.05 -0.85
H 1.08 0.23 -1.56
H 2.70 1.71 -0.50
H 0.00 1.69 0.86
H 3.06 -1.02 -0.84
H -3.86 -0.52 2.12
H 0.85 -0.64 -0.03



[2]
28
Properties=species:S:1:pos:R:3 method="wB97M-V/def2-TZVPD" orbital_gap_ev=10.0965 smiles="CC(C)C(=O)c1ccccc1[S@@](=N)(=O)O" homo_energy_ev=-9.78 e_tot_ha=-1067.4254 relative_energy_kcal_mol=54.42
S 2.20 -1.16 -0.34
O 2.37 -1.62 1.16
O -0.22 -1.16 1.62
O 3.51 -1.09 -0.94
N 1.05 -1.81 -1.12
C -2.84 -1.62 0.70
C 2.39 1.63 -0.24
C 1.57 0.54 -0.04
C 0.70 3.08 0.56
C -1.67 -0.83 -1.48
C -0.18 1.99 0.68
C -0.59 -0.46 0.71
C 0.26 0.69 0.39
C 1.95 2.91 0.05
C -1.92 -0.59 0.05
H 1.19 -2.85 -1.25
H -2.59 -0.73 -2.06
H -1.08 -0.05 -1.95
H 3.46 1.36 -0.42
H -2.58 -2.73 0.26
H 0.32 4.07 0.69
H -1.19 2.20 0.73
H -2.36 0.51 0.18
H -2.64 -1.52 1.70
H -1.20 -1.76 -1.41
H 2.49 3.87 -0.18
H -3.82 -1.33 0.41
H 1.41 -1.54 1.54



[3]
25
Properties=species:S:1:pos:R:3 method="wB97M-V/def2-TZVPD" orbital_gap_ev=7.3656 homo_energy_ev=-4.15 e_tot_ha=-539.3775 total_charge=-1 relative_energy_kcal_mol=9.17
O 0.87 -2.91 -1.57
O 2.43 -1.27 -1.55
C -3.03 2.17 1.00
C -1.33 0.89 -0.18
C -0.75 2.93 1.01
C -2.06 3.08 1.42
C 3.04 -1.60 1.13
C -0.42 1.89 0.11
C -0.91 -0.30 -0.97
C -2.67 1.13 0.17
C 1.75 -2.20 -1.04
C 1.97 -2.43 0.49
H -1.62 -0.45 -1.80
H 0.00 3.68 1.19
H -4.02 2.34 1.41
H 2.22 -3.49 0.59
H 0.96 -2.36 0.90
H -2.34 3.95 2.00
H -0.02 -0.12 -1.58
H -3.42 0.44 -0.17
H 2.90 -1.55 2.22
H 3.16 -0.66 0.61
H 0.56 1.95 -0.27
H -0.78 -1.27 -0.50
H 4.01 -2.11 1.04



[4]
25
Properties=species:S:1:pos:R:3 method="wB97M-V/def2-TZVPD" orbital_gap_ev=7.5199 homo_energy_ev=-4.17 e_tot_ha=-539.3583 total_charge=-1 relative_energy_kcal_mol=21.22
O 3.22 1.91 1.17
O 2.20 0.07 0.33
C 2.32 1.29 0.56
C -1.43 -1.40 0.51
C -2.15 -2.29 -1.61
C 0.31 2.85 0.78
C -0.53 -0.56 -0.16
C -1.28 -1.44 -2.29
C -1.74 -1.16 1.93
C -0.50 -0.58 -1.56
C -2.15 -2.34 -0.24
C 1.39 2.31 -0.24
H 2.02 3.13 -0.60
H 0.46 2.21 1.64
H -0.71 2.86 0.40
H -2.68 -0.60 2.00
H 0.48 3.89 1.11
H -2.81 -3.08 0.20
H -1.09 -1.59 -3.35
H -0.96 -0.58 2.42
H -2.11 -1.97 2.57
H 0.93 1.96 -1.16
H 0.27 0.04 -2.00
H -2.84 -2.98 -2.09
H 0.18 0.04 0.40



[5]
25
Properties=species:S:1:pos:R:3 method="wB97M-V/def2-TZVPD" orbital_gap_ev="2.8235 / 7.2327" homo_energy_ev="3.38 / -1.20" e_tot_ha=-539.2225 multiplicity=2 total_charge=-2 relative_energy_kcal_mol=19.37
O -0.21 3.59 0.07
O -2.02 3.41 1.35
C -1.51 -0.64 -1.13
C -1.14 -1.95 -0.75
C 0.91 2.97 2.85
C -0.68 -0.01 -2.13
C 0.56 -3.84 -0.45
C -0.83 3.15 1.07
C 0.05 -2.55 -1.10
C 0.00 2.18 1.91
C 0.84 -2.02 -2.13
C 0.39 -0.74 -2.63
H 0.29 3.63 3.47
H 0.73 -4.52 -1.29
H -2.26 -0.01 -0.68
H 1.48 3.70 2.27
H 0.65 1.67 1.18
H -1.66 -2.48 0.05
H -0.46 1.31 2.39
H 0.97 -0.10 -3.30
H 1.50 -3.60 0.06
H -0.08 -4.17 0.37
H -0.94 0.97 -2.50
H 1.86 -2.30 -2.38
H 1.58 2.35 3.44



[6]
26
Properties=species:S:1:pos:R:3 method="wB97M-V/def2-TZVPD" orbital_gap_ev=6.8076 homo_energy_ev=-3.87 e_tot_ha=-614.6208 total_charge=-1 relative_energy_kcal_mol=25.42
O -1.63 2.65 -3.15
O -0.75 -3.96 -1.45
O -2.81 2.97 -1.26
C 1.59 -0.30 2.15
C -0.54 2.81 0.34
C -0.92 -1.94 -0.16
C 1.76 -2.15 0.47
C 1.20 -3.03 -0.45
C -0.36 -1.07 0.77
C -0.17 -2.99 -0.64
C -0.39 2.95 -1.16
C 0.99 -1.16 1.07
C -1.77 2.85 -1.92
H -1.00 -0.37 1.29
H 2.18 -0.88 2.87
H 2.82 -2.14 0.72
H 0.02 3.93 -1.38
H 0.22 2.16 -1.60
H 1.81 -3.75 -0.97
H 0.14 3.36 1.00
H -1.44 -3.51 -1.96
H -0.48 1.76 0.66
H -1.98 -1.94 -0.40
H -1.55 3.09 0.65
H 2.26 0.47 1.77
H 0.80 0.18 2.74



[7]
25
Properties=species:S:1:pos:R:3 method="wB97M-V/def2-TZVPD" orbital_gap_ev="6.1850 / 6.1868" homo_energy_ev="-12.62 / -12.62" e_tot_ha=-861.8249 total_charge=+1 relative_energy_kcal_mol=99.10
S -0.29 0.57 -0.75
O -1.52 -0.15 -0.52
C -0.30 0.99 -2.57
C -0.01 -2.86 2.77
C 2.08 -1.74 1.13
C 2.25 -2.92 1.92
C -1.27 2.20 -2.64
C -0.82 3.19 -1.52
C -0.83 2.34 -0.26
C 1.27 -3.47 2.65
C -0.32 -1.73 1.98
C 0.84 -1.31 1.35
H 0.00 2.80 0.41
H 3.22 -3.30 1.89
H 0.25 3.56 -1.67
H -2.36 1.91 -2.45
H -1.41 2.79 -3.67
H 2.93 -1.12 0.79
H -1.27 -1.37 1.93
H -1.71 2.10 0.21
H -0.44 -0.04 -2.96
H -1.45 4.03 -1.53
H 1.27 -4.47 3.07
H 0.70 1.32 -2.86
H -0.81 -3.31 3.31



[8]
33
Properties=species:S:1:pos:R:3 method="wB97M-V/def2-TZVPD" orbital_gap_ev=5.8888 homo_energy_ev=-6.01 e_tot_ha=-1880.6617 relative_energy_kcal_mol=28.69
Ca -0.91 -0.75 -0.02
Cl -2.67 1.52 1.25
N -0.95 0.00 -2.98
N 1.53 -0.49 -2.34
N 1.26 -1.05 -1.10
N 0.51 1.74 -1.95
N 0.13 1.60 -0.62
N -1.62 -0.25 -1.75
C -0.63 -3.05 -0.74
C 0.81 3.71 -0.98
C 0.34 2.79 -0.03
C 0.91 3.01 -2.17
C 2.26 -1.91 -0.84
C -3.07 -0.50 -3.51
C -2.92 -0.54 -2.11
C -1.79 -0.20 -4.02
C 2.72 -0.96 -2.79
C 3.21 -1.87 -1.86
B 0.52 0.53 -2.95
H 2.22 -2.57 0.03
H -1.41 -0.12 -5.02
H 1.04 4.75 -0.81
H 1.20 3.30 -3.17
H 0.88 0.86 -4.04
H -0.94 -3.15 -1.78
H -1.45 -3.34 -0.05
H 0.26 -3.64 -0.54
H 3.10 -0.63 -3.75
H 4.12 -2.43 -1.91
H -3.66 -0.74 -1.36
H -1.37 1.62 0.95
H -3.97 -0.72 -4.07
H 0.15 2.95 1.02